Entry 1:
{"formula": "C4H14N2", "method": "wB97M-V/def2-TZVPD", "lumo_ev": 1.0, "e_above_lowest_ev": 0.582, "smiles": "C=N.CCC.N", "elements": ["H", "H", "H", "N", "H", "H", "H", "C", "H", "H", "N", "C", "H", "C", "C", "H", "H", "H", "H", "H"], "positions_angstrom": [[-0.06, 1.30, 1.69], [-2.34, 0.48, -1.56], [1.14, 2.67, 1.94], [2.48, 0.31, 0.78], [-2.89, -0.99, -0.75], [-0.43, 2.19, -0.44], [0.52, -2.52, -0.41], [0.43, 2.18, 1.28], [-2.00, 0.23, 0.16], [-0.88, -1.45, -2.13], [0.25, 2.68, 0.15], [-2.08, -0.27, -0.81], [2.26, -0.46, 0.15], [-0.38, -1.99, -0.11], [-0.77, -0.96, -1.16], [-1.17, -2.72, 0.02], [3.22, -0.01, 1.39], [-0.20, -1.51, 0.85], [2.84, 1.07, 0.22], [0.03, -0.22, -1.25]]}



Entry 2:
{"formula": "C8H32B2Cl3CoCrN8O28", "method": "wB97M-V/def2-TZVPD", "multiplicity": 8, "charge": -1, "lumo_ev": [0.4, 0.4], "elements": ["O", "H", "N", "H", "O", "H", "O", "O", "Co", "H", "H", "N", "O", "O", "H", "C", "H", "H", "H", "O", "Cl", "H", "Cl", "Cl", "N", "O", "O", "C", "C", "C", "O", "H", "N", "O", "O", "H", "H", "O", "H", "H", "H", "C", "H", "H", "O", "O", "O", "O", "B", "H", "O", "O", "O", "O", "N", "O", "H", "H", "H", "O", "H", "N", "N", "H", "H", "H", "Cr", "O", "H", "B", "H", "H", "C", "H", "N", "C", "O", "H", "H", "O", "O", "O", "C"], "positions_angstrom": [[-3.07, 4.48, 1.39], [-2.47, -0.77, -0.34], [0.56, -5.22, -0.99], [-0.61, 1.93, -3.94], [2.03, -0.59, 2.21], [-2.11, -3.65, -5.03], [0.03, 1.57, 2.21], [-1.56, 4.40, -0.41], [-3.82, 0.53, -0.65], [4.55, 3.10, -1.16], [-0.80, -0.63, -0.80], [3.54, 1.54, -0.44], [-6.14, -0.28, 3.02], [1.77, -1.26, -0.76], [3.21, 3.62, -0.10], [1.34, 5.11, 2.33], [-4.90, 0.54, -3.34], [-1.94, 0.67, -1.09], [-1.36, 0.24, 0.60], [3.67, 4.84, 2.36], [-4.78, 0.23, 2.94], [-0.47, -3.47, -4.27], [-2.89, 4.11, 0.02], [-0.58, 1.50, 3.51], [2.74, 5.63, 2.43], [4.10, -0.21, 2.86], [2.52, 1.26, 0.18], [-1.54, -3.56, -4.10], [4.03, 2.91, -0.23], [2.62, -1.30, 4.36], [2.87, 6.81, 2.57], [1.30, 4.02, 2.40], [2.50, -2.04, -1.38], [-0.17, -5.68, -0.15], [-4.23, 0.03, 1.63], [-0.85, 3.36, -2.96], [2.51, -5.60, -0.72], [-0.70, 0.12, 3.76], [1.58, -1.73, -3.25], [1.45, -7.00, -1.19], [0.54, 3.39, -4.06], [2.56, -2.02, -2.88], [3.37, -1.37, -3.19], [-3.67, 1.89, -3.47], [3.18, -2.79, -0.72], [1.91, 2.55, -2.26], [-3.83, 4.85, -0.77], [0.35, 1.23, -1.71], [-4.18, 1.18, -2.84], [4.72, 2.96, 0.62], [-1.45, -1.34, -3.35], [-1.80, 2.20, 3.37], [-1.75, -3.25, 1.22], [4.14, 0.74, -1.12], [0.75, 2.15, -2.40], [0.24, -4.27, -1.66], [0.90, 5.67, 1.51], [-1.73, -4.41, -3.44], [1.63, -1.75, 4.35], [-0.01, -1.92, 1.09], [1.00, 5.50, 3.29], [-2.10, -2.38, -3.36], [-0.56, -2.98, 1.44], [-4.72, 1.70, -2.06], [-0.58, -4.12, 3.19], [0.96, -3.34, 2.83], [0.44, 0.11, 0.45], [0.24, 2.18, 4.44], [1.91, -5.70, -2.45], [-1.64, -0.09, -0.39], [2.53, -0.48, 5.08], [2.77, -3.04, -3.22], [1.75, -5.98, -1.41], [-3.47, 0.48, -2.41], [2.96, -0.65, 3.01], [0.12, -3.87, 2.39], [-4.04, -0.35, 4.00], [3.44, -1.98, 4.59], [0.46, -4.80, 1.93], [-4.85, 1.66, 3.14], [-3.13, -2.58, -2.78], [-3.18, 2.73, -0.05], [-0.09, 2.75, -3.45]]}



Entry 3:
{"formula": "C25H23Cl5N7SV", "method": "wB97M-V/def2-TZVPD", "multiplicity": 2, "charge": 1, "lumo_ev": [-2.5, -2.5], "e_above_lowest_ev": 0.226, "elements": ["C", "H", "C", "H", "C", "H", "H", "C", "C", "C", "C", "N", "C", "H", "H", "H", "N", "H", "H", "C", "H", "N", "C", "C", "H", "N", "C", "Cl", "C", "C", "Cl", "V", "Cl", "C", "N", "H", "H", "C", "C", "C", "H", "Cl", "C", "H", "C", "H", "H", "C", "H", "H", "S", "N", "C", "H", "Cl", "C", "H", "C", "N", "C", "H", "H"], "positions_angstrom": [[0.73, -3.21, 0.02], [1.61, -2.24, -1.64], [-3.72, -1.74, 1.11], [1.71, -1.42, 1.92], [2.87, 1.28, 2.71], [-1.98, -5.48, 1.42], [3.22, 3.05, 3.88], [-0.61, -5.17, -0.23], [2.02, 0.68, 1.79], [2.57, 2.56, 3.16], [-4.09, -1.50, 2.43], [1.72, -0.87, -0.09], [1.60, 0.85, -4.59], [-1.40, 0.66, -3.06], [-0.74, 4.89, -1.82], [-2.91, 5.17, -1.58], [-3.00, 4.21, -1.30], [0.82, -4.52, -1.69], [0.78, 3.10, -2.32], [-1.94, 3.41, -1.10], [3.45, -0.58, -1.31], [0.41, 0.35, -2.14], [1.44, 3.19, 2.69], [0.22, 0.88, -4.46], [-0.42, 1.08, -5.31], [0.20, -2.93, 1.20], [-0.76, -3.73, 1.67], [-4.71, -2.65, 0.04], [0.64, 2.52, 1.78], [-0.33, 0.63, -3.22], [-1.97, -1.51, -0.99], [-0.22, 0.21, -0.02], [-5.59, -2.10, 3.01], [1.75, 0.28, -2.28], [0.92, 1.30, 1.31], [-1.19, -3.46, 2.62], [2.81, 0.87, -0.53], [-1.61, -0.47, 1.46], [2.53, -0.06, -1.03], [-3.24, -0.78, 3.27], [1.15, 4.17, 3.03], [-3.71, -0.50, 4.90], [-2.02, -0.31, 2.77], [-3.90, 3.87, -1.01], [0.37, -4.33, -0.73], [-0.29, 2.94, 1.42], [-0.93, -6.04, -0.79], [-2.51, -1.20, 0.70], [2.78, -2.68, -0.40], [3.74, 0.75, 3.06], [-2.19, 1.86, -0.48], [0.43, 3.24, -1.38], [1.77, -2.27, -0.56], [1.12, 3.73, -0.82], [-0.95, 0.53, 3.90], [2.38, 0.54, -3.49], [2.07, 1.04, -5.55], [-1.20, -4.86, 1.00], [-0.75, 3.97, -1.41], [2.26, -0.72, 1.29], [3.45, 0.48, -3.56], [3.33, -0.97, 1.33]]}



Entry 4:
{"formula": "C16H29N3O5Se2SiTe2V", "method": "wB97M-V/def2-TZVPD", "multiplicity": 2, "lumo_ev": [-1.5, -1.2], "e_above_lowest_ev": 0.349, "elements": ["H", "C", "H", "H", "O", "H", "H", "V", "H", "C", "Si", "Te", "C", "N", "H", "H", "H", "H", "H", "H", "N", "C", "O", "C", "H", "H", "H", "O", "H", "H", "C", "H", "C", "H", "H", "H", "N", "O", "H", "Se", "O", "H", "H", "C", "H", "H", "C", "C", "C", "C", "C", "H", "C", "C", "H", "Te", "H", "Se", "C"], "positions_angstrom": [[2.09, -3.72, -1.59], [3.23, 2.36, -0.62], [-5.43, -1.30, 0.14], [3.31, 1.56, -4.94], [-0.07, -1.50, -0.40], [-3.38, -1.20, -2.06], [1.37, 0.27, 3.91], [0.50, 1.95, -1.90], [-3.87, -2.75, -1.36], [-3.03, -2.26, 1.21], [-0.69, -0.18, 0.29], [-3.20, 2.22, -2.79], [2.22, -1.02, -1.01], [2.48, 2.58, 0.22], [0.41, -3.96, -1.10], [0.97, -3.30, 1.26], [-3.02, -1.76, 2.18], [1.87, -0.65, -1.98], [-1.03, -0.47, 4.15], [3.21, -1.45, -1.15], [6.55, 1.81, -1.79], [-3.16, -1.93, -1.27], [2.00, 2.01, -2.95], [4.00, 2.07, -1.76], [-1.69, 2.20, 1.60], [2.31, -0.19, -0.30], [4.87, 1.51, -4.18], [-0.23, 1.16, -0.60], [1.79, 1.54, 2.74], [1.71, -1.73, 1.60], [1.68, -2.56, 0.90], [-0.01, 2.75, 1.50], [1.25, -2.07, -0.48], [-2.16, -2.32, -1.42], [2.66, -3.02, 0.84], [-0.96, 3.07, 2.95], [3.87, 1.54, -4.11], [-0.11, 0.01, 1.78], [-2.07, -2.77, 1.07], [0.11, 4.27, -1.77], [-2.29, -0.21, 0.17], [-2.30, 0.37, 3.24], [0.79, -2.86, -2.43], [-4.62, -0.58, 0.27], [-4.70, -0.13, 1.26], [-4.73, 0.21, -0.48], [3.29, 1.87, -2.94], [-0.77, 2.34, 2.16], [1.13, -3.23, -1.46], [5.41, 1.96, -1.74], [-3.27, -1.26, 0.09], [-1.49, 1.18, 4.59], [-1.35, 0.49, 3.75], [1.05, 1.21, 3.47], [0.97, 1.96, 4.26], [-2.35, 4.41, -1.32], [-3.82, -3.01, 1.22], [-1.00, 1.47, -3.70], [-0.30, 1.03, 2.79]]}



Entry 5:
{"formula": "C6H12N2O", "method": "wB97M-V/def2-TZVPD", "lumo_ev": 0.9, "e_above_lowest_ev": 1.037, "smiles": "[H]/N=C(/C)[C@@H](C)O/C(C)=N/[H]", "elements": ["C", "H", "C", "C", "H", "H", "C", "N", "O", "H", "C", "H", "H", "H", "N", "H", "H", "H", "H", "H", "C"], "positions_angstrom": [[-1.16, -0.06, -0.17], [-0.03, -0.04, -2.55], [0.71, 1.07, 0.80], [-0.24, -1.17, -0.73], [1.78, 0.33, 2.19], [-2.45, -1.47, 0.87], [-2.05, -0.46, 1.00], [0.84, 0.24, 1.78], [-0.41, 1.14, 0.05], [2.42, 1.45, -0.37], [1.78, 1.99, 0.33], [-0.25, -1.79, -2.77], [-0.10, -2.08, 0.95], [-2.90, 0.23, 1.07], [0.20, -2.17, -0.03], [-1.54, -0.41, 1.96], [2.38, 2.34, 1.17], [1.31, -1.15, -2.20], [-1.84, 0.17, -1.00], [1.35, 2.85, -0.18], [0.22, -1.03, -2.16]]}



Entry 6:
{"formula": "C5H7NO", "method": "wB97M-V/def2-TZVPD", "lumo_ev": 1.0, "e_above_lowest_ev": 1.291, "smiles": "Cc1occc1N", "elements": ["H", "O", "C", "C", "C", "H", "H", "H", "H", "H", "C", "N", "C", "H"], "positions_angstrom": [[-1.43, -1.53, -0.85], [0.65, -1.26, 0.79], [1.67, 0.48, -0.13], [-0.32, -0.35, 0.50], [1.83, -0.78, 0.36], [2.55, -1.57, 0.24], [-1.73, -1.88, 0.86], [-0.01, 2.73, -0.58], [-1.41, 1.89, -0.24], [2.45, 1.12, -0.52], [-1.58, -1.07, 0.14], [-0.47, 1.83, -0.62], [0.25, 0.77, -0.04], [-2.43, -0.40, 0.09]]}



Entry 7:
{"formula": "C28H23Br2Cl33F3NO7S", "method": "wB97M-V/def2-TZVPD", "lumo_ev": -0.1, "e_above_lowest_ev": 0.000, "elements": ["Cl", "C", "Cl", "H", "C", "H", "C", "Cl", "H", "H", "Cl", "H", "C", "Cl", "Br", "H", "Cl", "O", "C", "H", "H", "Cl", "Cl", "C", "O", "C", "H", "H", "Cl", "Cl", "Cl", "H", "H", "H", "H", "H", "C", "Cl", "F", "Cl", "H", "C", "H", "H", "Cl", "Cl", "C", "C", "Cl", "S", "Cl", "C", "C", "C", "Cl", "C", "O", "C", "Cl", "O", "H", "Cl", "C", "C", "Cl", "O", "C", "N", "Cl", "C", "Cl", "Cl", "F", "O", "H", "C", "Cl", "Br", "H", "C", "C", "Cl", "C", "H", "C", "Cl", "C", "Cl", "C", "C", "H", "F", "Cl", "Cl", "Cl", "Cl", "Cl", "O"], "positions_angstrom": [[-7.39, -2.10, -1.16], [0.34, 4.69, -1.67], [4.76, 1.86, 2.33], [0.67, 2.73, 0.81], [2.32, -5.20, -0.09], [2.64, -1.32, -1.54], [-5.72, -1.60, -0.88], [-5.54, -6.72, 3.90], [2.63, 0.22, -2.35], [4.95, -3.77, 1.53], [5.11, -6.06, -4.09], [3.39, -1.88, 1.55], [1.41, -4.14, -0.09], [-2.24, -3.04, 5.83], [1.49, 5.23, -0.16], [1.91, 1.72, -0.72], [-7.95, 0.21, 7.85], [-0.16, -1.92, 1.20], [1.42, -1.30, -3.23], [-0.49, 0.28, 2.99], [-0.71, 1.44, -3.90], [-1.82, -2.06, 3.14], [-7.70, -5.34, 5.22], [3.08, -2.83, 1.09], [-1.96, -0.65, -3.16], [3.98, -3.88, 1.07], [1.18, 5.94, -3.23], [0.36, 6.85, -1.99], [2.72, -7.67, -4.20], [-0.48, 9.40, -1.09], [-5.10, -0.20, 7.99], [0.27, 1.74, 2.89], [-0.61, 5.91, -3.18], [-1.60, 1.79, 1.57], [-2.87, 2.21, -3.07], [-0.74, 2.71, -0.26], [1.04, 9.69, -0.22], [-7.04, -4.71, 2.49], [-2.16, 4.81, -5.54], [8.70, -2.24, 3.96], [-2.15, 3.12, -1.78], [-2.55, 3.80, -4.75], [4.26, -5.91, 0.51], [-1.14, 0.28, 0.82], [-6.83, -2.39, 7.29], [1.14, 11.41, 0.20], [1.81, -2.96, 0.54], [3.34, -6.01, -4.14], [-8.27, -7.24, 3.13], [-1.47, 0.17, -2.09], [-4.62, -2.65, -1.77], [-7.14, -6.00, 3.68], [7.35, -3.33, 3.65], [0.90, -0.07, -1.00], [2.40, 9.25, -1.25], [0.30, 5.94, -2.58], [-2.54, 0.56, -1.22], [0.02, 2.09, 0.22], [7.35, -3.81, 1.94], [1.39, -0.54, 0.26], [-0.68, 4.53, -1.34], [4.77, -0.59, 0.82], [0.99, 3.55, -2.51], [0.90, -1.77, 0.67], [-4.50, -2.53, 4.11], [1.22, -2.45, -3.28], [-0.74, 1.21, 1.21], [0.08, 0.88, 2.40], [-2.93, -0.32, 5.14], [-0.83, 1.67, -2.85], [-6.43, -0.23, 5.43], [2.73, -5.21, -2.68], [-3.81, 4.03, -4.41], [-1.71, 3.79, -3.69], [1.28, 1.56, -2.99], [0.59, 2.08, -2.33], [1.07, 8.72, 1.25], [2.95, 3.70, -2.38], [0.43, -4.22, -0.53], [3.57, -5.08, 0.49], [-2.88, -1.99, 4.56], [-5.50, 0.06, -1.41], [5.41, 1.07, 0.89], [0.81, 3.80, -3.56], [0.87, 1.45, -0.93], [7.50, -4.77, 4.66], [1.99, -0.60, -2.02], [-5.35, -1.71, 0.85], [-6.57, -0.65, 7.14], [-1.95, 2.71, -2.77], [2.03, -6.14, -0.53], [-2.45, 2.67, -5.46], [4.89, 1.95, -0.55], [5.83, -2.51, 4.02], [1.07, -0.34, -4.71], [2.81, -5.14, -5.58], [7.17, 1.03, 0.97], [-0.34, -0.69, -1.36]]}



Entry 8:
{"formula": "C4H6N2O", "method": "wB97M-V/def2-TZVPD", "lumo_ev": 0.2, "e_above_lowest_ev": 6.575, "elements": ["C", "H", "N", "H", "C", "H", "H", "C", "H", "O", "C", "N", "H"], "positions_angstrom": [[1.76, -1.37, 0.34], [-1.02, -0.13, 1.05], [1.56, 1.50, -0.78], [0.74, -3.20, 1.21], [1.21, -2.33, 0.81], [-2.79, 0.02, 0.75], [2.22, -0.48, -0.06], [-1.80, 0.38, 0.47], [-1.74, 1.46, 0.61], [-1.65, 0.07, -0.93], [-0.51, 0.43, -1.47], [0.40, 1.14, -1.05], [1.63, 2.51, -0.97]]}



Entry 9:
{"formula": "CClNO2P", "method": "wB97M-V/def2-TZVPD", "charge": -1, "lumo_ev": [1.9, 3.2], "e_above_lowest_ev": 6.584, "elements": ["P", "O", "C", "N", "O", "Cl"], "positions_angstrom": [[-0.19, -0.54, -0.10], [1.04, -0.46, -2.66], [0.51, 0.95, 0.85], [1.10, 1.75, 1.41], [-0.26, -1.76, 0.71], [-2.21, 0.06, -0.21]]}



Entry 10:
{"formula": "C5H9N3", "method": "wB97M-V/def2-TZVPD", "lumo_ev": 0.7, "e_above_lowest_ev": 7.033, "smiles": "C1=C\\NNCC\\N=C/1", "elements": ["H", "H", "N", "H", "C", "H", "N", "H", "N", "H", "C", "C", "H", "H", "C", "H", "C"], "positions_angstrom": [[-2.64, -0.85, 1.03], [0.26, -0.60, -0.73], [1.92, -0.33, 0.28], [2.76, -1.00, 0.17], [-1.01, 0.76, -1.58], [-1.27, 0.32, -2.52], [1.61, 0.76, -0.81], [2.05, 1.68, -0.35], [-1.94, 0.23, -0.63], [-1.38, 1.81, -1.74], [0.97, -0.79, 1.22], [-1.68, -0.47, 0.46], [-0.85, -1.13, 2.28], [1.55, -1.19, 2.23], [0.24, 0.53, -0.78], [-0.17, 1.04, 0.11], [-0.43, -0.78, 1.35]]}



Entry 11:
{"formula": "C2H2INP2", "method": "wB97M-V/def2-TZVPD", "lumo_ev": [-1.2, -1.2], "e_above_lowest_ev": 2.758, "elements": ["C", "N", "P", "P", "H", "H", "C", "I"], "positions_angstrom": [[0.13, 0.99, -0.60], [1.05, 1.85, -0.11], [1.04, 3.46, -0.45], [2.12, 1.08, 1.07], [-1.12, -0.66, -1.31], [0.93, 0.09, 1.50], [-0.61, 0.16, -1.01], [3.42, -0.53, -0.21]]}



Entry 12:
{"formula": "C21H23N4O4STeTl", "method": "wB97M-V/def2-TZVPD", "lumo_ev": -1.4, "elements": ["O", "H", "Tl", "H", "N", "H", "H", "C", "H", "N", "H", "O", "H", "C", "H", "Te", "C", "C", "C", "C", "O", "H", "C", "H", "H", "H", "C", "H", "C", "C", "C", "H", "C", "S", "C", "N", "C", "H", "C", "H", "H", "C", "N", "C", "H", "C", "O", "C", "H", "C", "C", "H", "H", "H", "H"], "positions_angstrom": [[-2.44, -1.25, -0.71], [-3.98, 8.34, -3.05], [-0.28, 1.26, -0.11], [-2.26, 8.54, -2.72], [1.53, -1.58, -2.75], [-4.38, 0.17, -4.95], [-2.58, -0.93, -7.90], [0.24, 0.28, 1.88], [-0.61, 5.70, 0.59], [1.69, 0.48, -1.57], [-2.29, -0.66, 3.57], [-0.99, -3.11, -1.47], [-3.65, -0.31, -2.63], [3.58, -0.35, -2.72], [-1.39, 7.00, -1.13], [-2.97, 2.03, -0.45], [-3.88, 5.52, -2.85], [-2.98, 6.52, -2.47], [-3.00, 7.87, -3.15], [-1.99, -1.51, -3.24], [-0.99, 0.39, 2.42], [4.62, -0.25, -3.02], [-1.03, 4.75, 0.25], [-0.20, 4.13, -0.11], [-3.88, -0.01, -7.31], [-1.12, -2.19, -6.44], [-2.94, 3.99, -1.26], [-1.05, 0.22, 4.49], [-3.88, 4.26, -2.27], [-1.67, -1.78, -5.61], [2.96, 0.60, -1.95], [-2.79, 7.76, -4.22], [-3.51, -0.45, -4.77], [-1.42, -1.75, -1.60], [-2.79, -0.97, -5.85], [-0.20, -0.70, -1.37], [1.02, -0.64, -1.93], [-0.41, -2.67, -4.11], [-3.10, -0.71, -3.47], [3.19, -2.18, -3.78], [-5.45, 2.82, -1.88], [-1.24, -0.39, 3.61], [-3.22, -0.75, -7.15], [-2.08, 6.23, -1.46], [-4.38, 2.39, -3.22], [-1.27, -2.05, -4.31], [1.15, -0.33, 2.31], [2.80, -1.42, -3.12], [-5.59, 3.67, -3.42], [-4.88, 3.23, -2.72], [-2.05, 4.98, -0.84], [-4.60, 5.73, -3.64], [3.47, 1.50, -1.62], [-0.62, -1.28, 3.62], [-1.48, 4.24, 1.11]]}